(1)
Computed, not measured: C21H49AsF6N7O7 as an isolated structure, with ωB97M-V/def2-TZVPD.

As for the charge: -1. The spin multiplicity is 1. The value obtained for the energy relative to the best compared isomer or geometry (same formula, charge and spin) is 0.0 kcal per mole. Its orbital gap is 0.33551 Ha. The LUMO energy is 2.00 eV.

Geometry as XYZ:
```
91
C21H49AsF6N7O7, DFT ωB97M-V/def2-TZVPD
As -0.652 0.639 1.023
F -2.247 1.042 1.566
F -1.287 0.609 -0.616
F 0.913 0.223 0.408
F -0.022 0.600 2.633
F -1.089 -1.045 1.222
F -0.255 2.318 0.846
C 3.323 3.845 5.446
C 3.972 2.948 4.404
O 5.014 2.355 4.639
N 3.329 2.871 3.220
C 3.712 1.987 2.140
H 2.381 4.269 5.098
H 4.000 4.668 5.667
H 3.168 3.246 6.340
H 2.501 3.420 3.071
H 4.604 1.425 2.399
H 3.804 2.545 1.213
H 2.929 1.235 1.985
C -5.643 1.923 0.466
C -5.012 3.295 0.397
O -5.692 4.305 0.272
N -3.665 3.312 0.446
C -2.855 4.493 0.324
H -5.336 1.308 -0.385
H -6.719 2.060 0.439
H -5.340 1.356 1.347
H -3.187 2.426 0.385
H -3.449 5.357 0.632
H -2.634 4.733 -0.725
H -1.936 4.456 0.897
C 5.962 0.563 -3.990
C 4.732 0.873 -3.182
O 3.834 1.555 -3.651
N 4.667 0.351 -1.938
C 3.531 0.646 -1.066
H 6.687 -0.060 -3.457
H 6.450 1.400 -4.476
H 5.643 -0.091 -4.813
H 5.425 -0.218 -1.608
H 2.609 0.397 -1.583
H 3.542 1.708 -0.831
H 3.652 0.046 -0.169
C 0.543 2.236 -2.693
C -0.691 2.785 -3.389
O -0.623 3.521 -4.362
N -1.872 2.388 -2.848
C -3.139 2.918 -3.332
H 1.436 2.599 -3.191
H 0.496 1.148 -2.761
H 0.540 2.577 -1.658
H -1.881 1.909 -1.964
H -3.663 3.397 -2.498
H -3.796 2.104 -3.649
H -2.953 3.627 -4.128
C 3.706 -5.705 3.052
C 2.730 -5.005 2.114
O 1.913 -5.639 1.469
N 2.854 -3.664 2.038
C 2.004 -2.868 1.190
H 4.387 -6.328 2.484
H 3.138 -6.299 3.768
H 4.232 -4.964 3.660
H 3.443 -3.188 2.696
H 1.971 -3.248 0.166
H 2.329 -1.832 1.138
H 0.950 -2.880 1.484
C -0.305 -2.563 -1.752
C -1.639 -2.540 -2.461
O -2.001 -3.513 -3.112
N -2.358 -1.399 -2.379
C -3.625 -1.241 -3.032
H -0.239 -3.529 -1.250
H -0.202 -1.797 -0.982
H 0.480 -2.512 -2.504
H -1.898 -0.617 -1.940
H -3.611 -0.776 -4.024
H -4.260 -0.586 -2.428
H -4.098 -2.214 -3.148
C -4.314 -2.014 0.843
C -3.858 -3.443 1.040
O -4.640 -4.376 0.907
N -2.547 -3.601 1.303
C -1.873 -4.878 1.464
H -5.331 -1.891 1.208
H -4.291 -1.798 -0.226
H -3.681 -1.291 1.360
H -1.975 -2.782 1.435
H -2.611 -5.673 1.376
H -1.381 -4.931 2.432
H -1.163 -5.017 0.648
```

Mulliken population analysis, charges in e, atoms 1 to 2: 1.922 -0.532

(2)
Computed, not measured: H14NaO7 as an isolated structure, with ωB97M-V/def2-TZVPD.

As for the charge: +1. The spin multiplicity is 1. The value obtained for the energy relative to the best compared isomer or geometry (same formula, charge and spin) is 12.2 kcal per mole. Its orbital gap is 0.39104 Ha. The LUMO energy is -3.30 eV.

Geometry as XYZ:
```
22
H14NaO7, DFT ωB97M-V/def2-TZVPD
Na 0.065 0.273 -0.325
O -2.084 -1.409 2.440
H -1.932 -0.996 1.580
H -2.531 -0.748 2.979
O -0.339 1.551 1.879
H 0.131 1.998 2.595
H -1.227 1.930 1.901
O 1.114 -0.434 -2.728
H 0.777 -0.147 -3.586
H 1.811 0.200 -2.511
O 1.451 2.162 -1.180
H 1.756 2.704 -0.439
H 1.707 2.657 -1.970
O -0.153 -2.335 0.027
H -0.941 -2.895 0.029
H 0.456 -2.784 0.625
O -2.435 0.163 -0.263
H -2.783 1.066 -0.288
H -3.052 -0.345 -0.808
O 2.486 -0.698 0.269
H 3.254 -0.305 -0.166
H 2.468 -1.607 -0.060
```

Mulliken population analysis, charges in e, atoms 1 to 2: 0.722 -0.611

(3)
Computed, not measured: C25H50AsCoF5N3O3PS2Si3 as an isolated structure, with ωB97M-V/def2-TZVPD.

As for the charge: 0. The spin multiplicity is 2. The expectation value of S² is 0.771. Its orbital gap (alpha / beta) is 0.19671 / 0.21699 Ha. The LUMO energy (alpha / beta) is -1.69 / -1.69 eV.

Geometry as XYZ:
```
94
C25H50AsCoF5N3O3PS2Si3, DFT ωB97M-V/def2-TZVPD
Co 0.596 -0.561 -0.959
C 3.986 3.149 -2.119
S 4.666 1.694 -1.258
C 3.243 0.691 -1.142
S 1.662 1.401 -1.138
N 3.409 -0.578 -1.029
N 2.334 -1.350 -0.900
C 2.592 -2.648 -0.986
C 1.704 -3.712 -1.010
C 2.220 -5.009 -1.281
C 1.410 -6.069 -1.533
C 0.005 -5.869 -1.522
C -0.480 -4.653 -1.176
N 0.322 -3.593 -0.873
H 4.788 3.877 -2.184
H 3.147 3.554 -1.564
H 3.669 2.846 -3.114
H 3.639 -2.903 -1.120
H 3.294 -5.115 -1.319
H 1.820 -7.037 -1.766
H -0.672 -6.671 -1.766
H -1.543 -4.478 -1.123
C -5.099 1.111 -1.291
Si -3.662 -0.170 -1.300
C -3.712 -1.110 -2.968
C -4.175 -1.311 0.155
As -1.426 0.773 -1.085
Si -1.697 2.517 0.546
C -1.629 1.695 2.270
C -0.335 3.869 0.509
C -3.363 3.469 0.486
Si -1.266 2.009 -3.166
C -0.573 0.927 -4.577
C -2.990 2.648 -3.735
C -0.227 3.620 -3.043
H -5.997 0.639 -1.674
H -4.907 1.988 -1.895
H -5.315 1.438 -0.282
H -4.444 -1.911 -2.953
H -2.741 -1.552 -3.172
H -3.957 -0.455 -3.799
H -5.253 -1.452 0.164
H -3.893 -0.881 1.112
H -3.724 -2.293 0.084
H -0.641 1.274 2.434
H -2.353 0.889 2.351
H -1.825 2.402 3.070
H 0.590 3.485 0.092
H -0.116 4.235 1.509
H -0.640 4.723 -0.090
H -4.164 2.873 0.908
H -3.642 3.738 -0.528
H -3.306 4.388 1.066
H -1.032 -0.059 -4.577
H 0.494 0.768 -4.450
H -0.736 1.385 -5.549
H -3.692 1.840 -3.912
H -2.877 3.193 -4.666
H -3.423 3.333 -3.011
H 0.803 3.416 -2.775
H -0.636 4.303 -2.306
H -0.220 4.137 -3.998
F -1.510 -2.252 -1.136
C -0.275 -2.359 -0.435
F 0.426 -1.108 -2.795
C -0.784 -2.526 0.994
F -1.781 -3.433 1.119
F 0.140 -2.912 1.878
F -1.315 -1.371 1.446
C 0.102 0.026 5.428
C 0.272 -0.753 4.132
O 1.322 -0.159 3.396
P 1.612 -0.384 1.778
O 2.499 -1.724 1.756
C 3.543 -1.986 2.687
C 3.261 -3.307 3.383
O 2.846 0.663 1.746
C 2.731 2.027 2.103
C 3.954 2.404 2.922
H -0.662 -0.450 6.038
H -0.200 1.047 5.210
H 1.041 0.054 5.975
H -0.661 -0.724 3.568
H 0.515 -1.800 4.344
H 3.620 -1.169 3.412
H 4.478 -2.038 2.120
H 2.347 -3.235 3.966
H 4.085 -3.570 4.040
H 3.122 -4.093 2.642
H 1.814 2.191 2.675
H 2.690 2.623 1.184
H 3.961 1.833 3.847
H 3.946 3.466 3.152
H 4.853 2.164 2.360
```

Mulliken population analysis, charges in e, atoms 1 to 2: -0.372 -0.637

(4)
Computed, not measured: one molecule with the formula C21H28N2O, with ωB97M-V/def2-TZVPD.

Its structure (SMILES) is Cc1ccccc1CN(C)CC(=O)Nc1c(C)cccc1C(C)C. As for the charge: 0. The spin multiplicity is 1. The value obtained for the energy relative to the best compared isomer or geometry (same formula, charge and spin) is 10.0 kcal per mole. Its orbital gap is 0.33711 Ha. The LUMO energy is 0.62 eV.

Geometry as XYZ:
```
52
C21H28N2O, DFT ωB97M-V/def2-TZVPD
C 3.217 2.348 -2.780
C 1.977 2.473 -3.614
C 2.083 2.748 -4.972
C 0.960 2.885 -5.768
C -0.297 2.755 -5.205
C -0.416 2.481 -3.855
C 0.706 2.326 -3.052
C 0.541 2.044 -1.581
N -0.745 1.426 -1.294
C -0.763 0.036 -1.700
H -1.765 -0.370 -1.555
H -0.518 -0.021 -2.759
H -0.041 -0.583 -1.145
C -1.189 1.605 0.076
C -0.333 0.850 1.101
O 0.849 1.072 1.253
N -1.013 -0.101 1.792
C -0.449 -0.979 2.756
C 0.145 -0.452 3.905
C 0.673 -1.333 4.839
C 0.590 -2.699 4.653
C -0.015 -3.206 3.518
C -0.529 -2.360 2.547
C -1.192 -2.913 1.304
C -2.653 -3.258 1.612
H -3.156 -3.614 0.716
H -3.191 -2.391 1.991
H -2.701 -4.038 2.368
C -0.464 -4.133 0.740
H 0.599 -3.927 0.638
H -0.864 -4.379 -0.241
H -0.590 -5.003 1.380
H -1.170 -2.141 0.527
H -0.078 -4.275 3.387
H 0.994 -3.372 5.395
H 1.140 -0.938 5.729
C 0.204 1.023 4.144
H -0.755 1.490 3.920
H 0.469 1.233 5.177
H 0.950 1.474 3.491
H -1.958 -0.311 1.506
H -2.235 1.287 0.135
H -1.139 2.671 0.312
H 0.591 2.995 -1.040
H 1.370 1.422 -1.215
H -1.391 2.382 -3.401
H -1.181 2.870 -5.814
H 1.068 3.098 -6.822
H 3.064 2.860 -5.411
H 4.101 2.564 -3.375
H 3.313 1.340 -2.377
H 3.186 3.040 -1.939
```

Mulliken population analysis, charges in e, atoms 1 to 2: -1.482 0.782

(5)
Computed, not measured: C7H11N3O3 as an isolated structure, with ωB97M-V/def2-TZVPD.

As for the charge: 0. The spin multiplicity is 1. The value obtained for the energy relative to the best compared isomer or geometry (same formula, charge and spin) is 87.6 kcal per mole. Its orbital gap is 0.35340 Ha. The LUMO energy is 0.11 eV.

Geometry as XYZ:
```
24
C7H11N3O3, DFT ωB97M-V/def2-TZVPD
C -2.965 1.504 -0.205
C -1.695 0.778 -0.572
C -1.540 -0.567 -0.531
C -3.710 -0.967 0.500
C 2.972 1.252 1.530
C 2.368 0.128 0.646
C 2.507 -1.082 -1.425
H -4.948 0.657 0.085
H -0.732 1.307 -0.954
H -0.596 -0.983 -0.658
H -2.225 -2.300 0.380
H 3.332 2.059 0.819
H 3.834 0.980 2.048
H 2.334 1.671 2.355
H 3.237 0.789 -1.028
H 2.543 -1.963 -0.701
H 1.454 -1.592 -2.165
H 3.737 -0.969 -1.804
N -3.898 0.436 0.202
N -2.521 -1.417 -0.032
N 2.250 0.203 -0.655
O -3.325 2.571 -0.208
O -4.544 -1.614 1.106
O 2.130 -0.881 1.266
```

Mulliken population analysis, charges in e, atoms 1 to 2: 0.254 -0.441

(6)
Computed, not measured: a 2-piece molecular cluster, C4H9O4 overall, with ωB97M-V/def2-TZVPD.

As for the charge: -1. The spin multiplicity is 1. The value obtained for the energy relative to the best compared isomer or geometry (same formula, charge and spin) is 66.7 kcal per mole. Its orbital gap is 0.26289 Ha. The LUMO energy is 3.29 eV.

Geometry as XYZ:
```
17
C4H9O4, DFT ωB97M-V/def2-TZVPD
C -0.584 -1.444 -0.471
O 0.480 -1.677 0.366
C -0.904 0.250 -0.507
C -0.185 0.704 0.789
C -0.493 2.176 0.760
O 0.547 3.019 0.642
O -1.511 2.774 0.756
H -0.302 -1.534 -1.571
H -1.613 -1.804 -0.161
H -1.975 0.370 -0.473
H -0.573 0.711 -1.447
H -0.369 0.101 1.679
H 0.955 0.611 0.621
H 0.311 3.967 0.676
H 1.542 -2.111 -0.328
H 2.214 -3.482 -0.543
O 2.461 -2.630 -0.788
```

Mulliken population analysis, charges in e, atoms 1 to 2: -0.330 -0.821

(7)
Computed, not measured: C35H34BrClIN5O4S2Sr as an isolated structure, with ωB97M-V/def2-TZVPD.

As for the charge: -2. The spin multiplicity is 1. Its orbital gap is 0.22387 Ha. The LUMO energy is 3.03 eV.

Geometry as XYZ:
```
84
C35H34BrClIN5O4S2Sr, DFT ωB97M-V/def2-TZVPD
Sr 0.088 -0.006 0.352
I 2.556 2.429 1.543
C 4.162 1.093 1.191
C 5.372 1.488 1.684
C 6.516 0.702 1.414
C 6.399 -0.411 0.634
C 5.143 -0.815 0.111
C 5.050 -1.949 -0.733
C 3.834 -2.329 -1.225
C 2.667 -1.617 -0.858
C 2.650 -0.506 -0.031
C 3.946 -0.084 0.415
H 5.459 2.397 2.265
H 7.477 1.002 1.814
H 7.273 -1.009 0.392
H 5.954 -2.498 -0.978
H 3.761 -3.191 -1.883
H 1.722 -2.014 -1.242
Br -0.821 -3.403 -0.148
C -0.232 -4.078 1.541
C -0.287 -5.433 1.686
C 0.109 -6.017 2.911
C 0.531 -5.221 3.934
C 0.589 -3.810 3.786
C 1.029 -2.995 4.858
C 1.096 -1.641 4.691
C 0.728 -1.056 3.454
C 0.283 -1.765 2.350
C 0.211 -3.181 2.557
H -0.632 -6.052 0.868
H 0.072 -7.095 3.023
H 0.836 -5.654 4.883
H 1.314 -3.465 5.795
H 1.440 -1.013 5.510
H 0.832 0.030 3.380
N 1.654 1.421 -2.180
C 0.819 2.389 -2.878
C -0.134 3.035 -1.887
N -0.849 2.000 -1.144
H 2.297 1.848 -1.525
H 2.184 0.822 -2.797
H 0.230 1.837 -3.617
H 1.359 3.174 -3.418
H -0.789 3.727 -2.426
H 0.445 3.627 -1.169
H -1.358 1.400 -1.788
H -1.593 2.367 -0.556
O 0.446 -3.239 -9.125
S -0.873 -3.202 -9.719
O -1.272 -4.421 -10.393
O -1.196 -1.974 -10.428
C -2.011 -3.093 -8.298
N -3.287 -3.427 -8.524
C -4.114 -3.274 -7.500
C -3.714 -2.796 -6.266
C -2.374 -2.467 -6.134
N -1.527 -2.622 -7.149
C -1.804 -1.937 -4.856
C -2.607 -1.527 -3.800
C -2.023 -1.028 -2.646
N -0.697 -0.920 -2.493
C 0.074 -1.329 -3.508
C -0.426 -1.830 -4.697
H -5.149 -3.554 -7.671
H -4.419 -2.700 -5.453
H -3.686 -1.565 -3.859
H -2.644 -0.679 -1.820
H 1.145 -1.240 -3.355
H 0.226 -2.137 -5.505
O -0.780 1.399 1.935
S -0.943 2.809 2.431
C -2.712 3.209 2.343
C -3.190 3.503 3.761
C -2.426 2.534 4.661
C -0.967 2.674 4.244
H -3.160 2.309 1.898
H -2.846 4.029 1.638
H -4.271 3.380 3.835
H -2.954 4.532 4.048
H -2.762 1.511 4.475
H -2.563 2.751 5.720
H -0.340 1.810 4.467
H -0.502 3.578 4.643
Cl -3.574 0.862 -0.046
```

Mulliken population analysis, charges in e, atoms 1 to 2: 1.667 0.049

(8)
Computed, not measured: C30H44BrClF5IN2O20P3S as an isolated structure, with ωB97M-V/def2-TZVPD.

As for the charge: +1. The spin multiplicity is 1. The value obtained for the energy relative to the best compared isomer or geometry (same formula, charge and spin) is 0.0 kcal per mole. Its orbital gap is 0.25372 Ha. The LUMO energy is -4.30 eV.

Geometry as XYZ:
```
108
C30H44BrClF5IN2O20P3S, DFT ωB97M-V/def2-TZVPD
C 0.798 -3.085 3.864
C 1.678 -3.313 2.593
P 0.632 -3.398 1.059
C 1.522 -4.600 -0.072
C 0.612 -5.808 -0.470
C 0.725 -1.788 0.119
N 1.782 -1.118 -0.191
N 3.065 -1.494 0.114
C 1.340 0.080 -0.966
I 1.460 -0.811 -2.985
P 2.530 1.600 -1.191
O 3.808 1.388 -0.180
Br 3.367 1.604 -3.260
C -0.083 0.359 -0.406
C -0.730 1.423 -1.344
C -2.279 1.386 -1.509
C -3.131 1.059 -0.268
C -4.417 0.274 -0.694
C -4.897 -0.473 0.571
O -6.085 -1.231 0.358
C -5.846 -2.478 -0.112
C -7.015 -3.129 -0.865
O -4.828 -3.112 0.038
P -0.078 1.073 1.338
O -0.952 2.429 1.424
O -0.792 0.044 2.389
S 1.671 1.418 2.032
C -0.618 -1.110 -0.320
Cl -1.523 -1.829 -1.669
H 1.149 -3.711 4.692
H -0.222 -3.431 3.644
H 0.793 -2.022 4.128
H 2.125 -4.312 2.711
H 2.516 -2.608 2.544
H 1.770 -4.062 -1.000
H 2.469 -4.914 0.384
H -0.426 -5.686 -0.148
H 1.076 -6.720 -0.076
H 0.630 -5.892 -1.563
H 3.704 -1.146 -0.596
H 3.330 -1.196 1.049
H 3.989 2.224 0.272
H -0.461 2.434 -1.003
H -0.319 1.379 -2.363
H -2.512 0.688 -2.323
H -2.575 2.375 -1.892
H -2.649 0.423 0.489
H -3.507 1.977 0.209
H -4.143 -0.488 -1.439
H -5.192 0.933 -1.096
H -5.177 0.319 1.288
H -4.081 -1.032 1.046
H -6.922 -4.206 -0.709
H -6.926 -2.879 -1.928
H -7.945 -2.754 -0.419
H -1.806 2.292 1.860
H -1.761 0.089 2.341
H -1.252 -1.387 0.531
C 0.367 4.421 -6.614
C -0.557 4.893 -5.523
O -0.324 3.939 -4.494
C 0.957 3.513 -4.653
O 1.579 2.916 -3.825
O 1.449 3.848 -5.866
F -1.850 4.822 -5.903
H -0.087 3.653 -7.242
H 0.716 5.231 -7.249
H -0.342 5.895 -5.148
C 2.851 4.820 3.620
C 3.425 4.116 4.816
O 3.900 5.182 5.609
C 3.102 6.262 5.322
O 3.037 7.239 5.980
O 2.389 6.048 4.180
F 4.472 3.323 4.460
H 3.606 5.029 2.860
H 2.034 4.265 3.164
H 2.701 3.528 5.384
C 2.447 2.582 -8.589
C 3.187 1.455 -9.260
O 2.297 1.076 -10.292
C 1.591 2.199 -10.630
O 0.956 2.321 -11.616
O 1.724 3.164 -9.672
F 3.357 0.406 -8.417
H 1.745 2.225 -7.834
H 3.118 3.307 -8.132
H 4.150 1.737 -9.689
C 6.334 0.731 7.236
C 7.358 1.107 6.198
O 7.416 -0.051 5.382
C 6.184 -0.633 5.456
O 5.786 -1.459 4.704
O 5.468 -0.136 6.496
F 8.573 1.314 6.756
H 6.773 0.184 8.071
H 5.791 1.590 7.623
H 7.086 1.969 5.585
C -6.639 -4.908 2.380
C -7.702 -4.191 3.172
O -8.249 -5.224 3.964
C -7.244 -6.133 4.163
O -7.261 -6.981 4.985
O -6.220 -5.924 3.290
F -8.672 -3.695 2.362
H -7.036 -5.372 1.475
H -5.809 -4.259 2.108
H -7.325 -3.395 3.817
```

Mulliken population analysis, charges in e, atoms 1 to 2: -1.097 -0.547

F_max, record by record: 1.548 0.527 2.842 0.510 10.017 4.371 1.755 4.745 eV/Å